No. 1
{"formula": "C50H42AsNP2PdSe2Te2", "method": "the ωB97M-V functional and the def2-TZVPD basis", "symbols": ["Te", "Te", "Pd", "Se", "Se", "As", "P", "P", "N", "C", "C", "C", "C", "C", "C", "C", "C", "C", "C", "C", "C", "C", "C", "C", "C", "C", "C", "C", "C", "C", "C", "C", "C", "C", "C", "C", "C", "C", "C", "C", "C", "C", "C", "C", "C", "C", "C", "C", "C", "C", "C", "C", "C", "C", "C", "C", "C", "C", "C", "H", "H", "H", "H", "H", "H", "H", "H", "H", "H", "H", "H", "H", "H", "H", "H", "H", "H", "H", "H", "H", "H", "H", "H", "H", "H", "H", "H", "H", "H", "H", "H", "H", "H", "H", "H", "H", "H", "H", "H", "H", "H"], "positions_angstrom": [[-2.2274, -0.0781, 1.8760], [-0.1226, 2.9650, 0.3682], [-0.1213, 0.2219, 0.1913], [-2.2063, 1.6514, -0.0910], [-2.0435, 1.1859, 3.8829], [-0.9926, -0.2257, -3.0346], [1.5636, -1.8058, -1.0665], [1.5512, -0.2854, 1.7974], [3.5716, -2.0474, 0.8291], [2.6432, 0.6267, -1.9101], [-3.6120, 0.7412, -3.2181], [4.7562, -2.6711, 1.2298], [0.7164, -4.0008, 4.4096], [-1.7284, -2.4595, -4.8690], [1.3360, -3.0155, -2.4199], [1.9724, -1.9962, 3.9879], [-4.8049, -2.1411, -1.0494], [1.4213, 1.1367, 4.2272], [-1.7277, -3.1141, -6.0949], [1.7343, 2.2098, 5.0526], [3.3097, -0.7273, 1.3599], [5.1481, -0.4022, -2.5195], [6.0731, -4.6658, 1.6151], [1.7202, -2.7689, -3.7351], [-4.4407, 2.7090, -4.3161], [3.0478, 3.1838, 3.2957], [-0.0472, -3.7552, 3.2802], [-1.0669, -2.5680, -7.1835], [7.0406, -2.5258, 2.0206], [-2.4822, -1.1287, -2.1703], [-2.4240, -2.2688, -1.3823], [4.9052, 0.9624, -2.6539], [0.7101, -4.2270, -2.1193], [1.5012, -3.7187, -4.7219], [-2.0749, 2.2630, -4.2995], [4.8842, -4.0661, 1.2298], [-2.3120, 1.0971, -3.5926], [5.8637, -1.9097, 1.6301], [1.7338, -3.1209, 4.7597], [-1.0697, -1.2479, -4.7252], [4.1403, -1.2418, -2.0790], [-3.5897, -2.7784, -0.8243], [0.1905, -2.6236, 2.5127], [-0.3976, -1.3581, -7.0422], [0.4944, -5.1773, -3.1042], [3.6524, 1.4717, -2.3586], [1.9242, 1.0793, 2.9341], [0.8929, -4.9245, -4.4099], [-0.3988, -0.7067, -5.8186], [1.1912, -1.7255, 2.8648], [-4.6776, 1.5513, -3.5894], [-3.1453, 3.0697, -4.6640], [7.1606, -3.9073, 2.0172], [2.8807, -0.7341, -1.7562], [-4.8650, -0.9989, -1.8334], [2.5570, 3.2248, 4.5965], [2.6045, -2.8298, 0.0990], [2.7228, 2.1262, 2.4677], [-3.7026, -0.4876, -2.4037], [2.1899, -1.8293, -3.9974], [-0.8312, -4.4439, 2.9917], [6.1375, -5.7468, 1.6096], [2.7749, -1.3249, 4.2695], [1.7972, -3.5058, -5.7410], [1.6675, 1.0331, -1.6716], [-2.2493, -4.0582, -6.1951], [6.1226, -0.8092, -2.7562], [0.5243, -4.8767, 5.0154], [2.8081, 4.0545, 5.2444], [0.7624, 0.3612, 4.5908], [0.0115, -6.1133, -2.8534], [3.1451, -3.5397, -0.5283], [3.7132, 0.0658, 0.7175], [0.1227, -0.9206, -7.8852], [1.3216, 2.2493, 6.0521], [3.4515, 2.5302, -2.4696], [5.6953, 1.6225, -2.9886], [3.8110, -0.6466, 2.3262], [-5.7097, -2.5322, -0.6023], [-3.5514, -3.6689, -0.2090], [-5.8162, -0.5060, -1.9904], [0.1333, 0.2349, -5.7240], [2.3424, -3.3121, 5.6337], [-1.4760, -2.7636, -1.2092], [-1.0653, 2.5550, -4.5633], [-2.2473, -2.9086, -4.0311], [-5.2708, 3.3394, -4.6074], [-2.9686, 3.9845, -5.2151], [8.0830, -4.3819, 2.3227], [1.9395, -3.4159, 0.7456], [0.3916, -4.4387, -1.1027], [5.8172, -0.8299, 1.6102], [3.0799, 2.1308, 1.4429], [7.8794, -1.9096, 2.3200], [3.6716, 3.9868, 2.9247], [4.3424, -2.3024, -1.9820], [0.7197, -5.6606, -5.1842], [-0.3961, -2.4457, 1.6183], [-5.6917, 1.2918, -3.3117], [4.0476, -4.6926, 0.9553], [-1.0716, -3.0803, -8.1372]], "max_force_ev_per_a": 1.22, "gap_ev": [5.40, 5.11], "lumo_ev": [-1.317, -1.477]}

No. 2
{"formula": "C50H42Cl3F9InN5O5PS", "method": "the ωB97M-V functional and the def2-TZVPD basis", "symbols": ["In", "Cl", "Cl", "Cl", "S", "P", "F", "F", "F", "F", "F", "F", "F", "F", "F", "O", "O", "O", "O", "O", "N", "N", "N", "N", "N", "C", "C", "C", "C", "C", "C", "C", "C", "C", "C", "C", "C", "C", "C", "C", "C", "C", "C", "C", "C", "C", "C", "C", "C", "C", "C", "C", "C", "C", "C", "C", "C", "C", "C", "C", "C", "C", "C", "C", "C", "C", "C", "C", "C", "C", "C", "C", "C", "C", "C", "H", "H", "H", "H", "H", "H", "H", "H", "H", "H", "H", "H", "H", "H", "H", "H", "H", "H", "H", "H", "H", "H", "H", "H", "H", "H", "H", "H", "H", "H", "H", "H", "H", "H", "H", "H", "H", "H", "H", "H", "H", "H"], "positions_angstrom": [[0.9642, -0.1456, -0.5386], [-1.5760, 0.2402, 9.4341], [-1.4469, 1.3799, 3.9857], [-1.7526, 6.5825, 2.9738], [-1.5992, -2.5628, 8.4239], [0.1443, -0.0745, -3.9612], [6.8036, -1.1378, -3.4127], [-2.2440, 2.2707, -9.7830], [-3.0080, -5.9776, -5.1133], [-0.3475, 3.3095, -9.7044], [6.6695, -0.7485, -5.5383], [-0.4581, 1.3223, -10.5622], [-3.9984, -5.2756, -3.3177], [-2.0979, -6.3074, -3.1773], [6.7565, 0.9013, -4.1497], [-1.8266, -0.8809, 0.3003], [-0.9644, 1.5723, 0.2973], [0.5085, 0.9897, 6.0677], [3.4798, 0.4537, -0.2415], [-3.8796, -0.3723, -0.4518], [5.4814, 1.5025, -0.2002], [2.2510, 0.7776, 3.8623], [5.2680, -0.6556, 0.5847], [1.4197, -0.0202, 1.9910], [-5.9257, -1.5851, 6.4160], [-4.5569, -1.8662, 4.2461], [-0.9247, 2.0987, -9.5740], [0.1542, -0.2289, -6.7918], [-0.7256, 2.9428, 4.2220], [-0.9077, 5.2871, 3.7307], [2.6544, 0.7030, -4.8264], [-0.1907, 0.5213, -5.6711], [-0.0814, 0.2680, -8.0623], [1.6828, 1.0687, 2.6753], [4.6863, 0.4307, 0.0170], [-2.2995, 1.4277, -0.1931], [-0.7100, -4.1303, -4.3147], [-5.1144, -2.5237, 3.1510], [1.2573, 2.1200, 5.7274], [-4.3829, -2.6480, 1.9822], [-2.5288, -1.5114, 3.0129], [-1.9961, -1.7305, -3.8225], [0.0971, -0.8419, 7.5313], [0.0092, -2.9457, -4.3515], [2.6750, -1.3242, -3.5381], [0.2377, 5.5353, 4.4691], [-0.6614, 1.5198, -8.2116], [0.8801, 0.4131, 7.3194], [0.3354, -2.0588, 6.8310], [-0.9369, -0.9720, 8.4116], [-2.3068, -2.2061, 0.6234], [-2.7228, -2.9080, -3.8023], [-2.8004, -5.4171, -3.9090], [4.0356, 0.6976, -4.8709], [-3.0915, -2.1458, 1.9075], [-3.2598, -1.3577, 4.1760], [1.8423, -1.0702, 2.7661], [-2.3194, 1.9065, -1.6384], [4.7368, -0.3322, -4.2559], [4.0615, -1.3448, -3.5951], [0.8824, 4.4787, 5.0805], [-1.3869, 3.9974, 3.6052], [-0.6234, -1.7374, -4.0767], [6.2360, -0.3337, -4.3399], [-0.4953, -3.0622, 7.2095], [-2.7705, -0.0305, -0.1496], [-1.0197, 2.2722, -7.1031], [-2.0649, -4.1106, -4.0166], [1.9517, -0.3152, -4.1745], [-5.3184, -1.7112, 5.4485], [2.5371, 1.7058, 4.9363], [2.3669, -0.5875, 3.9282], [-0.7839, 1.7697, -5.8334], [-3.2821, 2.2398, 0.6523], [0.4324, 3.1614, 4.9796], [-4.8228, -3.1283, 1.1175], [1.0624, -2.9758, -4.5976], [0.6109, 6.5439, 4.5766], [-1.5089, 1.4409, -2.1987], [1.9522, 0.1782, 7.3276], [4.6845, -1.4538, 0.7543], [-2.5035, -0.7904, -3.6322], [3.0220, 2.5892, 4.5226], [6.2600, -0.7526, 0.7005], [-0.2216, -5.0765, -4.5091], [-1.4052, -2.8092, 0.7242], [-6.1182, -2.9195, 3.2184], [-2.2865, 3.8058, 3.0376], [1.4814, 2.0743, 2.3412], [-3.2067, 1.9780, 1.7099], [2.8110, -1.0811, 4.7752], [4.5759, 1.4838, -5.3818], [0.6782, 1.1252, 8.1247], [3.2223, 1.2198, 5.6292], [-0.5278, -4.0749, 6.8413], [1.7380, -2.0922, 2.4396], [6.4796, 1.4405, -0.1100], [-2.9212, -2.5794, -0.1940], [2.1599, -2.1161, -3.0100], [-3.0709, 3.3027, 0.5360], [4.6188, -2.1463, -3.1292], [-0.9641, 1.3642, 1.2464], [1.6149, 2.6068, 6.6431], [5.1169, 2.2567, -0.7533], [2.1120, 1.5021, -5.3156], [-3.7860, -2.8929, -3.6066], [-2.8280, -0.8471, 5.0273], [0.1859, -0.3091, -8.9368], [-1.5135, -1.1331, 2.9564], [-2.1878, 2.9879, -1.6707], [-3.2768, 1.6533, -2.0906], [-1.0554, 2.3549, -4.9629], [-1.4746, 3.2451, -7.2368], [-4.2974, 2.0381, 0.3172], [1.0964, -2.1604, 6.0713], [0.6123, -1.2030, -6.6733], [1.7708, 4.6791, 5.6685]], "max_force_ev_per_a": 0.80, "total_charge": 1, "gap_ev": 8.36, "e_above_lowest_kj_mol": 0.0, "lumo_ev": -2.493}